(1)
Density functional theory data (ωB97M-V/def2-TZVPD) for a 12-piece molecular cluster, C17H29BCl33NO4P overall.

```
! wB97M-V def2-TZVPD RIJCOSX def2/J DEFGRID3
* xyz -1 1
C 2.272 2.656 -3.566
C 1.058 1.750 -3.478
O 0.403 1.619 -4.750
B -0.849 2.140 -4.910
O -1.676 1.455 -5.810
C -1.355 3.481 -4.257
O -0.468 4.120 -3.373
P -1.272 5.563 -2.670
O -2.846 4.901 -3.200
C -2.700 3.546 -3.542
C -3.936 3.056 -4.293
C -4.498 1.740 -3.763
N -5.021 1.876 -2.391
H 2.044 3.487 -4.231
H 2.525 3.058 -2.586
H 3.132 2.108 -3.958
H 1.368 0.737 -3.210
H 0.365 2.126 -2.729
H -2.379 1.007 -5.345
H -1.470 4.150 -5.142
H 0.012 6.023 -2.162
H -1.072 6.198 -3.959
H -1.918 6.764 -2.176
H -1.488 4.871 -1.430
H -2.594 2.992 -2.589
H -4.712 3.812 -4.143
H -3.753 3.002 -5.368
H -3.739 0.949 -3.776
H -5.322 1.425 -4.410
H -4.457 1.348 -1.740
H -4.934 2.843 -2.099
C 1.099 -1.553 -0.332
Cl 1.217 -2.036 -2.022
Cl 2.475 -0.562 0.147
Cl -0.421 -0.718 -0.021
H 1.118 -2.451 0.273
C -0.383 5.193 2.199
Cl -0.909 4.138 0.908
Cl -0.186 4.317 3.735
Cl 1.112 6.031 1.775
H -1.149 5.941 2.353
C 5.392 -2.922 2.347
Cl 5.376 -1.162 2.225
Cl 5.635 -3.437 4.017
Cl 3.916 -3.624 1.686
H 6.224 -3.287 1.760
C -2.832 2.652 6.312
Cl -3.920 1.644 7.274
Cl -1.158 2.132 6.512
Cl -3.300 2.662 4.620
H -2.910 3.663 6.685
C -1.271 -2.661 -5.020
Cl 0.448 -2.452 -5.335
Cl -1.584 -4.212 -4.220
Cl -1.910 -1.340 -4.057
H -1.791 -2.669 -5.965
C 5.728 -3.251 8.102
Cl 6.660 -4.285 7.017
Cl 4.201 -2.773 7.375
Cl 5.468 -4.050 9.656
H 6.311 -2.357 8.279
C 1.483 -6.882 0.650
Cl 2.559 -6.678 2.033
Cl -0.062 -7.571 1.142
Cl 1.253 -5.361 -0.216
H 1.956 -7.581 -0.027
C -4.442 5.731 8.684
Cl -5.546 4.751 9.647
Cl -2.768 5.236 8.947
Cl -4.856 5.649 6.972
H -4.540 6.759 9.005
C 8.787 -0.528 6.232
Cl 9.327 -2.202 6.127
Cl 7.668 -0.151 4.931
Cl 8.052 -0.202 7.810
H 9.653 0.113 6.141
C 1.917 -10.916 -1.571
Cl 2.659 -9.974 -0.274
Cl 1.112 -12.343 -0.925
Cl 0.801 -9.919 -2.499
H 2.706 -11.245 -2.233
C -5.374 -3.699 -5.509
Cl -5.851 -2.578 -4.243
Cl -6.777 -4.283 -6.408
Cl -4.205 -2.946 -6.598
H -4.891 -4.550 -5.048
*
```

For the gap between HOMO and LUMO, the calculation gives 0.207 Eh. As for the HOMO energy: -4.21 eV.

Here are the Mulliken charges for atoms 1 to 2, given in e:
1 C -1.362
2 C 0.400



(2)
Density functional theory data (ωB97M-V/def2-TZVPD) for one molecule with the formula C10H9N3P2 at a distorted geometry.

```
! wB97M-V def2-TZVPD RIJCOSX def2/J DEFGRID3
* xyz 0 1
C 4.006 1.634 -1.071
P 4.109 0.189 -0.286
C 2.404 0.094 0.507
P 1.759 -1.381 1.171
N 1.479 -1.829 -0.492
N 0.371 -1.624 -1.057
C -0.718 -0.896 -0.750
C -1.971 -1.327 -1.427
C -3.126 -0.854 -0.957
C -3.171 0.007 0.124
C -2.062 0.377 0.804
C -0.652 0.011 0.398
C -0.128 1.365 0.139
N 0.045 2.500 0.192
C 0.064 -0.677 1.555
H 5.036 1.986 -1.427
H 3.116 2.327 -1.029
H 1.908 1.133 0.783
H -1.880 -2.050 -2.257
H -3.960 -1.226 -1.480
H -4.109 0.429 0.527
H -2.059 1.094 1.619
H -0.657 -1.312 1.987
H 0.196 0.030 2.425
*
```

The calculation puts the relative energy (zero: lowest compared OMol25 entry of this formula, charge and spin) at 59.70 kcal per mole. For the gap between HOMO and LUMO (alpha / beta), the calculation gives 0.251 / 0.242 Eh. As for the HOMO energy (alpha / beta): -8.05 / -8.09 eV. As for the SMILES: C=PC=P1=NN=C2C=CC=C[C@@]2(C#N)C1.

Here are the Mulliken charges for atoms 1 to 2, given in e:
1 C -0.448
2 P -0.050



(3)
Density functional theory data (ωB97M-V/def2-TZVPD) for an isolated ion of composition C5H5N2O and charge +1 at a distorted geometry.

```
! wB97M-V def2-TZVPD RIJCOSX def2/J DEFGRID3
* xyz 1 1
O 3.294 -0.486 0.395
N 2.433 0.051 -0.414
C 1.134 0.157 -0.099
C 0.450 -1.111 -0.136
C -0.902 -1.181 0.040
N -1.571 -0.032 0.194
C -1.019 1.185 -0.018
C 0.306 1.250 -0.220
H 1.050 -2.028 -0.126
H -1.486 -2.087 0.235
H -2.641 -0.022 0.339
H -1.636 2.060 0.045
H 0.588 2.244 -0.236
*
```

The calculation puts the relative energy (zero: lowest compared OMol25 entry of this formula, charge and spin) at 49.13 kcal per mole. For the gap between HOMO and LUMO (alpha / beta), the calculation gives 0.301 / 0.301 Eh. As for the HOMO energy (alpha / beta): -14.36 / -14.37 eV. As for the SMILES: O=Nc1cc[nH+]cc1.

Here are the Mulliken charges for atoms 1 to 2, given in e:
1 O -0.161
2 N -0.191



no.,calculated total energy (hartree)
1,-16573.42199
2,-1233.18775
3,-377.89353